Record 1
The following is a DFT calculation (ωB97M-V with the def2-TZVPD basis set) of a structure of composition C30H40BBr4N6O2Pt.

```
84
Properties=species:S:1:pos:R:3
Pt 1.19 -0.89 0.85
C -3.86 2.76 2.46
C -3.24 2.33 1.17
C -3.66 2.64 -0.10
C -2.73 2.00 -0.95
N -1.83 1.34 -0.24
N -2.14 1.55 1.06
B -1.30 0.93 2.21
N -1.36 -0.60 2.14
N -0.82 -1.24 1.05
C -1.56 -2.32 0.81
C -2.56 -2.41 1.79
C -2.40 -1.32 2.60
C -3.23 -0.92 3.78
C -1.48 -3.25 -0.39
C -1.16 -4.66 0.11
C -2.86 -3.27 -1.06
C -0.47 -2.77 -1.43
N 0.15 1.46 2.13
N 0.91 1.14 1.04
C 1.72 2.17 0.79
C 1.52 3.15 1.79
C 0.52 2.66 2.60
C -0.11 3.33 3.78
C 2.61 2.38 -0.41
C 4.06 2.45 0.05
C 2.22 3.74 -1.03
C 2.40 1.33 -1.49
C -2.71 2.01 -2.47
C -4.01 1.41 -2.99
C -2.58 3.46 -2.95
C -1.53 1.20 -3.00
H -4.73 3.38 2.24
H -3.18 3.35 3.07
H -4.20 1.92 3.06
H -4.50 3.25 -0.37
H -1.78 1.29 3.24
H -3.32 -3.18 1.88
H -3.98 -1.69 3.96
H -3.74 0.03 3.61
H -2.61 -0.81 4.67
H -1.95 -5.02 0.77
H -0.22 -4.66 0.66
H -1.07 -5.35 -0.73
H -3.64 -3.64 -0.39
H -2.83 -3.92 -1.93
H -3.15 -2.27 -1.39
H 0.54 -2.78 -1.06
H -0.72 -1.75 -1.74
H -0.53 -3.42 -2.31
H 2.03 4.09 1.88
H 0.41 4.27 3.97
H -0.03 2.71 4.67
H -1.16 3.55 3.61
H 4.20 3.30 0.73
H 4.73 2.60 -0.80
H 4.34 1.54 0.57
H 2.38 4.57 -0.34
H 1.17 3.75 -1.34
H 2.84 3.92 -1.91
H 2.70 0.34 -1.16
H 2.99 1.60 -2.38
H 1.35 1.29 -1.78
H -4.88 1.98 -2.63
H -4.12 0.38 -2.65
H -4.03 1.42 -4.08
H -3.41 4.07 -2.59
H -2.57 3.50 -4.05
H -1.65 3.90 -2.59
H -1.58 0.16 -2.66
H -0.58 1.60 -2.64
H -1.53 1.22 -4.09
Br 5.74 -6.14 0.72
C 4.96 -4.41 0.77
C 5.76 -3.28 0.81
Br 7.65 -3.45 0.80
C 5.16 -2.02 0.85
Br 6.22 -0.46 0.87
C 3.78 -1.87 0.88
O 3.18 -0.69 0.93
C 2.96 -3.02 0.84
O 1.65 -2.84 0.86
C 3.57 -4.28 0.78
Br 2.46 -5.80 0.72
```

Output
Total charge   -1
LUMO level   2.403 eV
Kohn-Sham gap   6.94 eV



Record 2
The following is a DFT calculation (ωB97M-V with the def2-TZVPD basis set) of an isolated molecule of C5H5N in a non-equilibrium geometry.

```
11
Properties=species:S:1:pos:R:3
C -1.80 -0.26 -0.39
C -0.74 0.72 -0.45
C 0.32 1.29 -0.28
C 1.21 0.46 0.63
C 2.09 -0.40 -0.16
N 2.73 -1.12 -0.81
H -2.62 0.02 -1.04
H -2.16 -0.35 0.64
H -1.39 -1.23 -0.71
H 1.77 1.08 1.32
H 0.59 -0.22 1.24
```

Output
Total charge   0
LUMO level   0.265 eV
Energy above the lowest of the compared OMol25 structures with the same formula, charge and spin   3.6632 eV
SMILES   CC#CCC#N
Kohn-Sham gap   10.37 eV



Record 3
The following is a DFT calculation (ωB97M-V with the def2-TZVPD basis set) of a structure of composition C11H16Cl8CuF9O9S3 in a non-equilibrium geometry.

```
57
Properties=species:S:1:pos:R:3
Cu 0.19 0.30 0.12
C -3.82 1.10 -1.79
F -3.58 -0.08 -2.35
F -3.28 2.06 -2.55
F -5.14 1.29 -1.78
S -3.12 1.14 -0.08
O -3.38 2.45 0.39
O -3.81 0.07 0.59
O -1.71 0.78 -0.38
C -1.67 -0.82 4.13
F -2.70 -1.29 3.45
F -2.07 -0.58 5.38
F -0.73 -1.78 4.18
S -1.03 0.74 3.38
O -0.51 0.24 2.09
O -2.18 1.58 3.29
O 0.03 1.17 4.26
C 1.89 4.46 0.85
F 2.14 4.24 2.16
F 1.83 5.78 0.68
F 2.93 3.98 0.16
S 0.32 3.62 0.37
O 0.08 4.15 -0.95
O 0.80 2.22 0.32
O -0.59 3.94 1.40
Cl -1.30 -2.23 0.47
C -2.08 -3.79 0.80
C -3.54 -3.56 1.12
Cl -4.34 -5.14 1.31
H -1.61 -4.24 1.67
H -1.98 -4.43 -0.06
H -4.03 -3.04 0.31
H -3.69 -2.98 2.03
Cl 3.90 0.75 -4.68
C 4.84 0.49 -3.19
C 4.31 1.33 -2.06
Cl 2.69 0.78 -1.52
H 5.89 0.71 -3.35
H 4.75 -0.58 -2.99
H 4.19 2.33 -2.47
H 4.90 1.30 -1.15
Cl -0.06 -0.48 -2.52
C -0.89 -0.56 -4.11
C -0.23 0.40 -5.07
Cl -1.12 0.31 -6.62
H -1.95 -0.40 -3.99
H -0.75 -1.59 -4.42
H 0.81 0.20 -5.29
H -0.34 1.41 -4.69
Cl 1.53 -4.03 2.90
C 2.31 -2.56 3.52
C 3.06 -1.82 2.46
Cl 2.00 -1.25 1.11
H 3.02 -2.81 4.32
H 1.55 -1.94 3.97
H 3.81 -2.42 1.97
H 3.44 -0.90 2.90
```

Output
Total charge   -1
LUMO level (spin up / spin down)   1.097 / -1.345 eV
Kohn-Sham gap (spin up / spin down)   8.18 / 5.71 eV
2S+1   2



Record 4
The following is a DFT calculation (ωB97M-V with the def2-TZVPD basis set) of a structure of composition C20H19F10N5O7P2Rh in a non-equilibrium geometry.

```
64
Properties=species:S:1:pos:R:3
Rh 0.28 1.22 -0.30
C 3.12 2.63 -1.50
N 2.56 1.31 -1.24
C 2.42 0.62 -2.52
C 1.91 -0.80 -2.39
N 0.68 -0.83 -1.64
C -0.14 -1.87 -1.76
C 0.17 -3.13 -2.30
F 1.45 -3.46 -2.58
C -0.76 -4.13 -2.51
F -0.37 -5.33 -2.98
C -2.11 -3.90 -2.20
F -3.00 -4.88 -2.43
C -2.50 -2.74 -1.63
F -3.80 -2.54 -1.37
C -1.59 -1.60 -1.39
F -2.02 -0.56 -2.26
C 3.35 0.60 -0.24
C 2.54 -0.33 0.66
N 1.36 0.38 1.14
C 0.82 0.02 2.34
C 0.99 -1.22 2.98
F 1.66 -2.22 2.39
C 0.42 -1.51 4.21
F 0.59 -2.72 4.75
C -0.34 -0.57 4.88
F -0.88 -0.86 6.06
C -0.55 0.66 4.28
F -1.28 1.58 4.91
C 0.00 0.94 3.06
F -0.19 2.16 2.56
H 4.11 2.54 -1.99
H 3.23 3.19 -0.58
H 2.45 3.20 -2.15
H 3.39 0.59 -3.04
H 1.71 1.19 -3.12
H 2.68 -1.44 -1.93
H 1.76 -1.18 -3.40
H 3.81 1.35 0.40
H 4.16 0.01 -0.71
H 3.18 -0.61 1.50
H 2.25 -1.24 0.14
O 0.26 5.61 0.50
P 0.19 4.37 -0.52
O 0.55 4.82 -1.88
O 0.97 3.24 0.14
O -1.38 3.98 -0.41
P -1.93 2.91 -1.53
O -2.06 3.82 -2.84
O -3.19 2.32 -1.09
O -0.71 2.01 -1.82
H 0.02 5.31 1.39
H -1.18 4.25 -2.96
C -3.20 -0.67 1.94
N -2.58 -1.51 0.93
C -2.58 -2.93 1.22
C -1.73 -0.95 0.01
N -1.15 0.15 0.24
H -4.28 -0.76 1.88
H -2.93 0.37 1.75
H -2.88 -0.95 2.94
H -3.55 -3.39 1.02
H -2.34 -3.08 2.28
H -1.81 -3.45 0.64
```

Output
Total charge   -1
LUMO level (spin up / spin down)   2.164 / 0.094 eV
Energy above the lowest of the compared OMol25 structures with the same formula, charge and spin   1.1647 eV
Kohn-Sham gap (spin up / spin down)   5.99 / 5.48 eV
2S+1   5



Record 5
The following is a DFT calculation (ωB97M-V with the def2-TZVPD basis set) of an isolated molecule of C18H34O3.

```
55
Properties=species:S:1:pos:R:3
C 0.82 -0.92 -3.24
C 1.48 -0.59 -1.91
C 2.55 -1.61 -1.54
C 3.38 -1.21 -0.31
C 2.57 -1.05 0.98
C 1.89 -2.33 1.44
C 1.20 -2.18 2.80
C 0.09 -1.13 2.85
C -1.05 -1.40 1.87
C -2.21 -0.43 2.08
C -3.37 -0.66 1.11
C -3.05 -0.26 -0.33
C -2.97 1.24 -0.53
O -3.30 2.03 0.32
C -2.50 1.67 -1.90
C -1.80 3.03 -1.90
C -0.33 2.94 -1.51
C -0.12 2.46 -0.08
C 1.34 2.46 0.31
O 2.27 2.61 -0.43
O 1.49 2.23 1.62
H 0.07 -0.18 -3.50
H 1.57 -0.94 -4.04
H 0.35 -1.90 -3.20
H 0.71 -0.56 -1.13
H 1.94 0.40 -1.96
H 2.09 -2.59 -1.38
H 3.24 -1.72 -2.39
H 4.15 -1.97 -0.15
H 3.88 -0.26 -0.53
H 1.82 -0.27 0.83
H 3.25 -0.71 1.76
H 1.16 -2.65 0.70
H 2.64 -3.12 1.52
H 0.78 -3.15 3.08
H 1.96 -1.92 3.55
H 0.50 -0.14 2.67
H -0.32 -1.13 3.87
H -0.67 -1.32 0.85
H -1.41 -2.43 2.01
H -1.85 0.59 1.97
H -2.58 -0.55 3.10
H -3.66 -1.71 1.13
H -4.22 -0.07 1.44
H -3.84 -0.62 -1.00
H -2.12 -0.72 -0.67
H -3.40 1.73 -2.52
H -1.85 0.90 -2.34
H -1.87 3.47 -2.89
H -2.33 3.68 -1.20
H 0.20 2.27 -2.19
H 0.13 3.93 -1.62
H -0.66 3.09 0.63
H -0.49 1.44 0.05
H 2.43 2.21 1.86
```

Output
Total charge   0
LUMO level   0.803 eV
Energy above the lowest of the compared OMol25 structures with the same formula, charge and spin   0.0000 eV
SMILES   CCCCCCCCCCCCC(=O)CCCCC(=O)O
Kohn-Sham gap   10.47 eV



Record 6
The following is a DFT calculation (ωB97M-V with the def2-TZVPD basis set) of a structure of composition C5H14ClO3STiYb in a non-equilibrium geometry.

```
26
Properties=species:S:1:pos:R:3
Ti -1.33 -2.12 -1.10
Cl -1.88 -2.69 -3.16
C -1.99 -0.23 -0.65
C -2.38 -3.31 0.18
H -2.64 -0.43 0.22
H -1.55 0.78 -0.55
H -2.65 -0.22 -1.54
H -3.03 -2.70 0.83
H -1.66 -3.88 0.80
H -2.98 -4.01 -0.43
Yb 0.68 0.13 0.11
C 2.70 0.32 -1.18
C 0.68 -2.33 -0.50
H 3.58 0.15 -0.55
H 2.75 -0.34 -2.05
H 2.70 1.37 -1.51
H 1.68 -1.90 -0.69
H 0.69 -3.28 0.08
C 1.43 3.78 1.47
S 0.22 2.48 1.51
O -0.91 2.85 2.31
O -0.06 2.23 0.03
O 0.97 1.25 1.99
H 1.67 4.07 2.50
H 0.98 4.63 0.94
H 2.32 3.42 0.95
```

Output
Total charge   -1
LUMO level (spin up / spin down)   2.222 / 2.219 eV
Energy above the lowest of the compared OMol25 structures with the same formula, charge and spin   0.0000 eV
Kohn-Sham gap (spin up / spin down)   4.42 / 5.49 eV
2S+1   3



Record 7
The following is a DFT calculation (ωB97M-V with the def2-TZVPD basis set) of a cluster of 2 separate species, C11H22N4O4 in total in a non-equilibrium geometry.

```
41
Properties=species:S:1:pos:R:3
C -0.40 -2.28 0.00
C 1.04 -1.72 0.36
C -1.46 -1.12 0.09
C -2.98 -1.46 -0.16
C -3.93 -0.31 -0.19
C 2.78 -0.39 -0.95
C 3.79 -0.62 0.08
C 2.38 1.11 -1.10
C 1.67 1.75 0.16
C 0.44 2.65 -0.46
C -0.04 3.34 0.75
H -0.62 -2.82 1.86
H 0.01 -4.00 0.77
H -0.36 -2.76 -0.99
H -1.43 -0.26 -0.62
H -1.39 -0.68 1.00
H -3.28 -2.06 -1.07
H -3.27 -2.22 0.47
H -6.07 0.15 -0.90
H -5.64 -1.58 -0.39
H 1.01 -1.09 -1.58
H 3.12 -0.44 -1.95
H 1.78 1.24 -1.91
H 3.38 1.63 -1.30
H 1.35 0.87 0.97
H 2.57 2.57 0.68
H 0.84 3.70 -1.05
H -0.32 2.13 -1.19
H 0.98 3.38 1.38
H -0.43 4.26 0.51
H -0.54 1.77 2.05
H -1.39 2.23 0.70
H 4.96 -2.01 0.55
N -0.74 -3.27 0.85
N -5.20 -0.53 -0.01
N 1.55 -1.23 -0.74
N -1.03 2.55 1.60
O 1.54 -1.70 1.55
O -3.46 0.77 -0.40
O 4.43 0.28 0.67
O 4.36 -1.82 -0.10
```

Output
Total charge   0
LUMO level   -0.113 eV
Energy above the lowest of the compared OMol25 structures with the same formula, charge and spin   8.9329 eV
Kohn-Sham gap   9.10 eV



Record 8
The following is a DFT calculation (ωB97M-V with the def2-TZVPD basis set) of a cluster of 5 separate species, C15H30BBr8INO3 in total in a non-equilibrium geometry.

```
59
Properties=species:S:1:pos:R:3
C 4.22 -1.73 -0.75
C 3.52 -2.88 -0.74
N 2.28 -2.96 -1.54
C 2.55 -3.46 -2.96
I 4.20 -4.84 -3.06
C 1.29 -4.00 -3.68
O 0.31 -4.60 -2.87
C -0.03 -3.71 -1.82
B -1.40 -4.04 -1.07
C -2.25 -2.84 -0.51
O -1.82 -5.33 -0.89
C 1.18 -3.71 -0.85
O 1.69 -5.00 -0.71
H 3.75 -0.78 -0.50
H 5.28 -1.79 -0.95
H 3.77 -3.75 -0.14
H 1.97 -1.98 -1.60
H 2.90 -2.60 -3.50
H 0.87 -3.20 -4.31
H 1.63 -4.78 -4.37
H -0.08 -2.69 -2.22
H -2.24 -2.92 0.58
H -1.78 -1.89 -0.77
H -3.26 -2.83 -0.93
H -2.51 -5.63 -1.50
H 0.92 -3.26 0.10
H 0.96 -5.63 -0.64
Br 2.94 3.18 0.55
C 1.49 2.48 1.64
C 1.89 1.19 2.31
Br 1.88 -0.30 1.06
H 0.63 2.37 1.00
H 1.29 3.24 2.39
H 1.17 0.92 3.08
H 2.89 1.22 2.74
Br -5.44 -0.35 -0.56
C -6.67 -1.19 0.69
C -6.24 -2.60 1.01
Br -6.63 -3.82 -0.45
H -7.65 -1.14 0.25
H -6.64 -0.58 1.59
H -6.79 -2.98 1.87
H -5.17 -2.68 1.21
Br -0.56 5.41 1.06
C -1.08 4.61 -0.63
C -2.45 4.00 -0.56
Br -2.44 2.31 0.40
H -0.31 3.88 -0.89
H -1.06 5.42 -1.35
H -2.82 3.76 -1.55
H -3.17 4.64 -0.05
Br 3.26 9.57 3.87
C 3.58 7.71 3.40
C 2.38 7.09 2.74
Br 0.97 6.68 4.03
H 3.86 7.20 4.32
H 4.42 7.72 2.72
H 2.64 6.13 2.29
H 1.93 7.73 1.99
```

Output
Total charge   +1
LUMO level   -3.568 eV
Kohn-Sham gap   7.90 eV



Record 9
The following is a DFT calculation (ωB97M-V with the def2-TZVPD basis set) of a structure of composition C28H25AsBrN4NiO3S in a non-equilibrium geometry.

```
64
Properties=species:S:1:pos:R:3
Ni 1.10 -0.82 -0.33
Br 4.58 0.76 -0.15
C 4.35 -1.11 -0.09
C 5.49 -1.90 -0.03
C 5.35 -3.27 0.01
C 4.07 -3.81 -0.01
C 3.00 -2.95 -0.08
N 3.12 -1.61 -0.13
C 1.59 -3.48 -0.10
O 1.41 -4.67 -0.32
O 0.66 -2.62 0.12
H 6.46 -1.42 -0.02
H 6.22 -3.91 0.05
H 3.90 -4.87 0.02
O 1.56 1.05 -0.10
As 0.33 2.18 -0.02
C -0.76 2.09 -1.62
C -2.15 2.09 -1.57
C -2.87 1.92 -2.74
C -2.21 1.78 -3.95
C -0.82 1.80 -4.00
C -0.09 1.96 -2.83
C -0.78 1.79 1.51
C -1.27 2.82 2.31
C -2.04 2.51 3.42
C -2.31 1.18 3.73
C -1.81 0.16 2.93
C -1.05 0.46 1.82
C 1.09 3.95 0.05
C 0.30 5.03 -0.33
C 0.86 6.30 -0.35
C 2.19 6.47 0.00
C 2.97 5.39 0.39
C 2.42 4.11 0.41
H -2.65 2.19 -0.61
H -3.95 1.91 -2.71
H -2.77 1.64 -4.86
H -0.30 1.70 -4.95
H 0.99 1.97 -2.84
H -1.05 3.85 2.05
H -2.41 3.30 4.05
H -2.90 0.94 4.60
H -2.00 -0.88 3.19
H -0.63 -0.35 1.22
H -0.73 4.88 -0.61
H 0.27 7.15 -0.65
H 2.63 7.46 -0.02
H 4.00 5.53 0.67
H 3.00 3.25 0.70
N -1.40 -1.30 -1.85
C -0.34 -0.92 -1.63
H -2.34 -1.59 -2.04
S -0.78 -3.45 2.39
C -1.84 -4.32 1.41
N -1.54 -4.95 0.28
C -2.72 -5.54 -0.34
C -3.81 -5.35 0.73
N -3.16 -4.44 1.67
H -0.59 -5.01 -0.08
H -2.55 -6.59 -0.58
H -2.96 -5.02 -1.27
H -4.08 -6.29 1.22
H -4.72 -4.90 0.32
H -3.54 -4.24 2.58
```

Output
Total charge   +1
LUMO level (spin up / spin down)   -4.083 / -4.063 eV
Energy above the lowest of the compared OMol25 structures with the same formula, charge and spin   0.5489 eV
Kohn-Sham gap (spin up / spin down)   5.47 / 5.50 eV